Entry 1:
The following is a quantum chemistry calculation of a 2-piece molecular cluster, C26H29O3 overall, from OMol25.

```
! RIJCOSX wB97M-V def2-TZVPD def2/J DEFGRID3
* xyz 1 1
C 4.119 3.850 -2.490
C 2.874 3.150 -2.965
O 1.973 3.023 -1.757
C 0.809 2.408 -1.977
C 0.472 1.094 -1.814
C -0.729 0.702 -2.518
O -0.201 3.090 -2.519
C -0.108 4.546 -2.467
C -1.357 5.067 -3.129
H 4.831 3.908 -3.317
H 3.904 4.871 -2.167
H 4.602 3.306 -1.673
H 2.340 3.739 -3.724
H 3.074 2.131 -3.317
H 1.071 0.423 -1.226
H -0.835 -0.386 -2.477
H -1.616 1.158 -2.055
H -0.733 1.006 -3.576
H -0.051 4.862 -1.414
H 0.786 4.873 -3.016
H -1.406 6.148 -2.975
H -1.328 4.887 -4.208
H -2.271 4.619 -2.721
C 0.253 -7.384 0.212
C 0.242 -6.858 1.507
C -0.774 -5.986 1.911
C -1.771 -5.661 0.991
O -2.729 -4.686 1.305
C -2.318 -3.356 1.384
C -2.550 -2.522 0.282
C -2.000 -1.260 0.275
C -1.265 -0.743 1.387
C -0.631 0.519 1.238
C 0.103 1.262 2.203
C 0.219 2.675 2.012
C 0.826 3.483 2.963
C 1.346 2.923 4.141
C 1.298 1.530 4.323
C 0.758 0.701 3.342
C -1.267 -1.550 2.571
C -1.694 -2.869 2.538
C -1.819 -6.234 -0.284
C -0.774 -7.066 -0.682
H 1.060 -8.051 -0.098
H 1.023 -7.118 2.222
H -0.803 -5.548 2.910
H -3.118 -2.909 -0.566
H -2.147 -0.622 -0.600
H -0.817 1.028 0.289
H -0.209 3.106 1.104
H 0.895 4.560 2.794
H 1.800 3.565 4.897
H 1.698 1.092 5.239
H 0.854 -0.383 3.425
H -0.921 -1.133 3.515
H -1.566 -3.533 3.395
H -2.646 -5.977 -0.947
H -0.777 -7.470 -1.695
*
```

Energy relative to the best compared isomer or geometry (same formula, charge and spin), kJ/mol: 53.43
LUMO energy, eV: -5.49
Gap between HOMO and LUMO, eV: 4.9
E_HOMO, eV: -10.38
DFT total energy, Ha: -1233.5174
Largest force on an atom, eV Å⁻¹: 3.04

Entry 2:
The following is a quantum chemistry calculation of C29H42MgN2O2S6Si as an isolated structure, from OMol25.

```
! RIJCOSX wB97M-V def2-TZVPD def2/J DEFGRID3
* xyz -2 1
Mg 0.137 0.806 -0.351
C -3.110 3.660 2.534
S -2.267 3.561 4.130
C -1.798 1.872 4.182
C -0.878 1.265 3.379
S -0.016 2.015 2.093
S -0.606 -0.421 3.794
C -1.743 -0.581 5.072
S -2.058 -2.005 5.875
S -2.582 0.876 5.379
H -3.381 4.707 2.388
H -4.003 3.041 2.535
H -2.428 3.345 1.747
C -3.214 -4.248 -0.322
C -2.339 -3.167 -0.957
C -3.176 -2.354 -1.947
C -1.176 -3.823 -1.708
Si -1.595 -1.972 0.330
O -0.726 -0.858 -0.395
C -0.507 -2.941 1.535
C -0.941 -3.905 2.449
C -0.084 -4.442 3.399
C 1.244 -4.040 3.441
C 1.710 -3.116 2.518
C 0.843 -2.575 1.577
C -3.041 -1.176 1.270
C -3.581 -1.636 2.473
C -4.654 -0.998 3.081
C -5.226 0.116 2.483
C -4.702 0.599 1.292
C -3.617 -0.035 0.702
H -3.675 -4.870 -1.102
H -4.020 -3.816 0.278
H -2.629 -4.911 0.320
H -3.545 -3.002 -2.755
H -2.585 -1.552 -2.395
H -4.045 -1.902 -1.460
H -1.555 -4.477 -2.506
H -0.561 -4.429 -1.038
H -0.529 -3.069 -2.162
H -1.977 -4.227 2.452
H -0.460 -5.153 4.126
H 1.909 -4.442 4.197
H 2.743 -2.791 2.537
H 1.216 -1.833 0.880
H -3.135 -2.485 2.979
H -5.027 -1.362 4.031
H -6.061 0.621 2.957
H -5.123 1.487 0.833
H -3.195 0.370 -0.212
C 6.028 4.083 -0.595
C 4.722 4.864 -0.692
C 3.681 4.418 0.333
C 3.288 2.945 0.223
N 2.797 2.664 -1.107
C 2.673 1.330 -1.550
S 3.073 0.010 -0.476
N 2.065 1.183 -2.690
C 1.903 -0.161 -3.174
C 1.389 -0.158 -4.613
C 2.443 0.157 -5.675
C 3.010 1.573 -5.611
H 6.779 4.472 -1.287
H 5.868 3.032 -0.834
H 6.444 4.135 0.416
H 4.303 4.735 -1.691
H 4.922 5.934 -0.562
H 2.778 5.027 0.215
H 4.055 4.603 1.346
H 2.558 2.715 1.011
H 4.138 2.295 0.428
H 1.872 3.093 -1.299
H 0.698 1.882 -2.272
H 1.193 -0.732 -2.554
H 2.847 -0.722 -3.107
H 0.570 0.565 -4.679
H 0.964 -1.144 -4.830
H 2.004 -0.006 -6.667
H 3.261 -0.567 -5.582
H 2.206 2.311 -5.654
H 3.695 1.759 -6.445
H 3.534 1.747 -4.673
O 0.007 2.228 -1.588
*
```

Energy relative to the best compared isomer or geometry (same formula, charge and spin), kJ/mol: 0.00
LUMO energy, eV: 4.13
Gap between HOMO and LUMO, eV: 6.5
E_HOMO, eV: -2.36
DFT total energy, Ha: -4269.2363
Largest force on an atom, eV Å⁻¹: 2.25

Entry 3:
The following is a quantum chemistry calculation of one molecule with the formula C21H25Cl2N3O4S2, from OMol25.

```
! RIJCOSX wB97M-V def2-TZVPD def2/J DEFGRID3
* xyz 0 1
N 3.660 -2.650 3.487
C 2.645 -2.573 2.598
O 2.766 -1.866 1.596
C 1.416 -3.324 2.878
C 0.264 -2.972 2.194
N 0.196 -2.020 1.214
C -0.976 -1.694 0.614
O -2.025 -2.223 0.943
C -0.885 -0.652 -0.445
C -2.039 0.078 -0.729
C -2.019 1.062 -1.700
C -0.846 1.296 -2.391
S -0.773 2.566 -3.647
O -2.061 3.194 -3.766
O -0.179 2.041 -4.840
N 0.365 3.609 -2.979
C 1.153 4.348 -3.933
C 0.409 5.459 -4.677
Cl 0.562 7.032 -3.854
C 0.055 4.156 -1.680
C -1.151 5.097 -1.633
Cl -1.606 5.356 0.066
C 0.301 0.565 -2.142
C 0.286 -0.411 -1.163
S -1.123 -3.843 2.696
C -0.148 -4.757 3.813
C 1.165 -4.393 3.803
C 2.251 -5.081 4.586
C 1.956 -6.526 5.019
C 1.170 -7.313 3.969
C -0.343 -7.227 4.189
C -0.799 -5.827 4.621
H 3.546 -3.049 4.400
H 4.463 -2.069 3.309
H 1.115 -1.612 1.001
H -2.938 -0.143 -0.174
H -2.893 1.649 -1.936
H 1.469 3.607 -4.672
H 2.037 4.748 -3.428
H -0.652 5.221 -4.748
H 0.826 5.600 -5.673
H 0.944 4.673 -1.306
H -0.144 3.304 -1.022
H -0.924 6.076 -2.054
H -2.006 4.653 -2.141
H 1.185 0.769 -2.724
H 1.179 -0.990 -0.978
H 3.140 -5.104 3.950
H 2.488 -4.497 5.484
H 1.416 -6.541 5.965
H 2.918 -7.013 5.197
H 1.465 -8.363 3.995
H 1.421 -6.929 2.979
H -0.851 -7.503 3.263
H -0.644 -7.940 4.959
H -1.881 -5.750 4.505
H -0.571 -5.672 5.678
*
```

LUMO energy, eV: -0.31
Gap between HOMO and LUMO, eV: 7.8
E_HOMO, eV: -8.08
SMILES: NC(=O)c1c(NC(=O)c2ccc(S(=O)(=O)N(CCCl)CCCl)cc2)sc2c1CCCCC2
DFT total energy, Ha: -2997.2700
Largest force on an atom, eV Å⁻¹: 1.10

Entry 4:
The following is a quantum chemistry calculation of a 2-piece molecular cluster, C3H9NO overall, from OMol25.

```
! RIJCOSX wB97M-V def2-TZVPD def2/J DEFGRID3
* xyz 0 1
C -0.268 -1.925 -1.556
C 0.175 -1.063 -0.657
N -0.745 -0.106 -0.107
C -0.353 0.055 1.259
H -1.252 -2.008 -2.007
H 0.517 -2.552 -2.014
H 1.322 -0.977 -0.470
H -1.699 -0.428 -0.312
H -0.036 -0.914 1.662
H 0.313 0.882 1.335
H -1.052 0.390 2.002
O 0.822 3.153 0.511
H 0.557 2.576 -0.195
H 1.701 2.918 0.548
*
```

Energy relative to the best compared isomer or geometry (same formula, charge and spin), kJ/mol: 220.20
LUMO energy, eV: 0.97
Gap between HOMO and LUMO, eV: 9.5
E_HOMO, eV: -8.56
SMILES: C=CNC.O
DFT total energy, Ha: -249.6298
Largest force on an atom, eV Å⁻¹: 3.47

Entry 5:
The following is a quantum chemistry calculation of C13H15MgPSe2 as an isolated structure, from OMol25.

```
! RIJCOSX wB97M-V def2-TZVPD def2/J DEFGRID3
* xyz 0 1
Mg 0.231 0.000 -0.494
C 0.703 0.016 -2.512
H 1.768 0.133 -2.854
H 0.269 -0.949 -2.716
H -0.006 0.784 -2.768
H -1.472 -0.794 -0.457
H -1.704 -0.068 -0.401
Se -1.241 1.094 1.877
P 0.331 0.032 2.721
Se 2.044 -0.612 1.390
C 0.984 1.293 3.880
C 0.949 1.095 5.257
C 1.225 2.182 6.065
C 1.472 3.444 5.523
C 1.417 3.636 4.099
C 1.151 2.556 3.293
C -0.200 -1.365 3.816
C 0.360 -2.636 3.759
C -0.103 -3.613 4.677
C -1.166 -3.294 5.538
C -1.802 -2.059 5.483
C -1.334 -1.083 4.597
H 0.751 0.087 5.654
H 1.262 2.023 7.163
H 1.706 4.281 6.153
H 1.623 4.617 3.681
H 1.008 2.679 2.204
H 1.159 -2.835 3.049
H 0.376 -4.587 4.702
H -1.501 -4.050 6.259
H -2.657 -1.831 6.137
H -1.837 -0.123 4.485
*
```

Energy relative to the best compared isomer or geometry (same formula, charge and spin), kJ/mol: 59.65
LUMO energy, eV: 0.17
Gap between HOMO and LUMO, eV: 8.4
E_HOMO, eV: -8.18
DFT total energy, Ha: -5848.6735
Largest force on an atom, eV Å⁻¹: 2.93

Entry 6:
The following is a quantum chemistry calculation of a 2-piece molecular cluster, C3H4N2 overall, from OMol25.

```
! RIJCOSX wB97M-V def2-TZVPD def2/J DEFGRID3
* xyz 0 1
C -0.094 1.152 0.395
C 0.032 0.041 -0.340
C 1.240 0.776 -0.221
N 2.425 0.996 -0.521
N -1.896 -2.003 0.277
H -0.666 1.929 0.814
H 3.028 0.116 -0.733
H -2.137 -1.699 -0.629
H -1.932 -1.309 0.958
*
```

Energy relative to the best compared isomer or geometry (same formula, charge and spin), kJ/mol: 723.91
LUMO energy (alpha / beta), eV: -1.80 / -0.44
Gap between HOMO and LUMO (alpha / beta), eV: 8.3 / 8.6
E_HOMO (alpha / beta), eV: -10.06 / -9.06
DFT total energy, Ha: -225.9495
Largest force on an atom, eV Å⁻¹: 3.18

Entry 7:
The following is a quantum chemistry calculation of a 2-piece molecular cluster, C12H17N overall, from OMol25.

```
! RIJCOSX wB97M-V def2-TZVPD def2/J DEFGRID3
* xyz 0 1
C -0.014 -1.055 -3.335
C 0.351 -0.365 -2.111
C 1.639 0.052 -1.568
N 1.212 0.894 -0.491
C -0.138 0.809 -0.283
C -0.901 1.608 0.617
C -2.258 1.260 0.628
C -2.993 0.562 -0.302
C -2.202 -0.025 -1.274
C -0.805 0.056 -1.334
H -0.455 -2.043 -3.145
H 0.620 -0.972 -4.208
H -0.697 -0.414 -3.885
H 2.769 -0.030 -1.785
H 1.833 1.212 0.229
H -0.575 2.251 1.459
H -2.591 1.782 1.631
H -4.097 0.527 -0.273
H -2.476 -0.709 -2.202
C 1.278 -1.775 1.688
C 1.058 -0.590 2.680
C 2.343 -0.488 3.570
H 1.163 -2.684 2.278
H 2.299 -1.858 1.169
H 0.542 -1.808 0.880
H 0.818 0.328 2.201
H 0.239 -0.747 3.399
H 3.273 -0.018 3.291
H 2.073 0.227 4.488
H 2.630 -1.592 4.057
*
```

Energy relative to the best compared isomer or geometry (same formula, charge and spin), kJ/mol: 340.98
LUMO energy, eV: 0.87
Gap between HOMO and LUMO, eV: 8.6
E_HOMO, eV: -7.74
SMILES: Cc1c[nH]c2ccccc12.CCC
DFT total energy, Ha: -522.0904
Largest force on an atom, eV Å⁻¹: 5.50

Entry 8:
The following is a quantum chemistry calculation of one molecule with the formula C3H4OS2, from OMol25.

```
! RIJCOSX wB97M-V def2-TZVPD def2/J DEFGRID3
* xyz 0 1
S -0.204 -2.474 -1.941
C -0.358 -1.415 -0.741
O -1.186 -1.080 0.245
C -0.621 0.203 0.692
C 0.386 0.222 -0.435
S 1.781 1.599 -0.093
H -0.019 0.007 1.663
H -1.499 1.028 0.842
H 0.102 0.664 -1.436
H 1.618 1.246 1.205
*
```

Energy relative to the best compared isomer or geometry (same formula, charge and spin), kJ/mol: 370.71
LUMO energy, eV: 0.01
Gap between HOMO and LUMO, eV: 8.8
E_HOMO, eV: -8.77
SMILES: S=C1OC[C@H]1S
DFT total energy, Ha: -988.1910
Largest force on an atom, eV Å⁻¹: 3.49